{"formula": "C20H21N3O3", "method": "ωB97M-V/def2-TZVPD", "e_lumo_ev": 0.698, "relative_energy_kcal_mol": 100.3, "smiles": "C=CCOc1c2ccc(C(=O)NCc3ccc(OC)cc3)cc2nn1C", "mol_weight_g_mol": 351.41, "homo_lumo_gap_ev": 8.38, "charge": 0, "largest_force_ev_per_a": 1.1, "species": ["C", "C", "C", "O", "C", "C", "C", "C", "C", "C", "O", "N", "C", "C", "C", "C", "C", "O", "C", "C", "C", "C", "C", "N", "N", "C", "H", "H", "H", "H", "H", "H", "H", "H", "H", "H", "H", "H", "H", "H", "H", "H", "H", "H", "H", "H", "H"], "coordinates": [[4.53706, 1.52343, 0.32785], [4.41330, 1.50877, 1.64076], [4.62279, 0.29243, 2.49586], [3.93255, 0.35588, 3.72963], [2.57808, 0.34821, 3.69609], [1.58646, 0.12774, 2.73362], [1.52355, -0.15399, 1.35644], [0.29891, -0.32221, 0.77685], [-0.90316, -0.20335, 1.51919], [-2.22852, -0.37711, 0.85577], [-3.19914, 0.30383, 1.12518], [-2.27043, -1.38623, -0.04839], [-3.43088, -1.64691, -0.87484], [-3.16065, -1.27841, -2.30995], [-3.10475, -2.23950, -3.31189], [-2.82437, -1.88356, -4.61437], [-2.58355, -0.55015, -4.94678], [-2.31395, -0.30529, -6.26025], [-2.08435, 1.02261, -6.66273], [-2.63057, 0.41596, -3.94707], [-2.91731, 0.04588, -2.64513], [-0.87901, 0.10804, 2.85459], [0.36496, 0.26281, 3.48376], [0.61707, 0.53232, 4.76474], [1.94435, 0.58098, 4.86177], [2.57747, 0.84097, 6.12224], [4.39974, 2.42404, -0.24391], [4.79076, 0.63618, -0.22969], [4.16205, 2.40648, 2.18889], [4.35900, -0.62435, 1.95405], [5.67717, 0.22704, 2.78981], [2.41919, -0.22593, 0.75931], [0.24265, -0.51290, -0.28601], [-1.43232, -1.90720, -0.24948], [-3.70860, -2.70263, -0.79426], [-4.23486, -1.02940, -0.46334], [-3.28969, -3.27687, -3.07190], [-2.78455, -2.62234, -5.39919], [-1.20465, 1.44748, -6.16803], [-2.95375, 1.65853, -6.46687], [-1.90601, 0.97854, -7.73607], [-2.45035, 1.45613, -4.16839], [-2.95555, 0.80025, -1.87280], [-1.79368, 0.22397, 3.41255], [1.79423, 1.07438, 6.83915], [3.13649, -0.03541, 6.45447], [3.26683, 1.68086, 6.02875]], "atomic_forces_ev_per_a": [[0.04, 0.04, -0.02], [-0.10, -0.11, 0.23], [0.39, -0.09, -0.34], [-0.48, 0.03, 0.29], [0.01, 0.06, 0.19], [-0.16, 0.09, 0.37], [-0.05, -0.17, -0.37], [0.44, -0.07, -0.11], [-0.05, 0.32, 0.68], [0.05, -0.20, 0.04], [-0.19, 0.21, 0.12], [0.08, -0.28, -0.13], [-0.10, 0.12, 0.00], [-0.05, -0.03, 0.05], [-0.03, 0.15, 0.04], [0.07, 0.18, -0.24], [-0.04, -0.21, 0.08], [-0.06, -0.28, 0.15], [0.04, 0.21, -0.05], [0.07, 0.16, -0.27], [-0.05, -0.20, 0.03], [-0.35, -0.13, -0.47], [1.14, 0.02, 0.03], [-0.87, 0.05, 0.36], [0.34, -0.15, -0.86], [0.25, 0.07, 0.40], [0.00, 0.21, -0.07], [0.00, -0.24, -0.09], [-0.02, 0.17, 0.03], [0.04, 0.06, 0.07], [-0.20, -0.05, -0.07], [0.01, 0.00, -0.07], [0.02, 0.00, -0.08], [-0.02, 0.09, 0.11], [-0.04, 0.12, -0.01], [0.06, -0.20, -0.04], [-0.02, -0.11, 0.03], [0.01, -0.09, -0.10], [-0.04, -0.01, -0.01], [0.04, -0.02, 0.00], [-0.01, 0.06, 0.08], [0.02, 0.08, -0.06], [0.00, 0.11, 0.09], [-0.15, 0.03, 0.03], [0.05, -0.01, -0.08], [-0.03, 0.05, 0.01], [-0.04, -0.04, 0.03]]}

***

{"formula": "C20H21N3O3S", "method": "ωB97M-V/def2-TZVPD", "e_lumo_ev": 0.582, "relative_energy_kcal_mol": 55.7, "smiles": "Cc1cccc(OCc2nnc(SCC(=O)Nc3ccc(C)c(C)c3)o2)c1", "mol_weight_g_mol": 383.47, "homo_lumo_gap_ev": 8.69, "charge": 0, "largest_force_ev_per_a": 1.6, "species": ["C", "C", "C", "C", "C", "C", "O", "C", "C", "N", "N", "C", "S", "C", "C", "O", "N", "C", "C", "C", "C", "C", "C", "C", "C", "O", "C", "H", "H", "H", "H", "H", "H", "H", "H", "H", "H", "H", "H", "H", "H", "H", "H", "H", "H", "H", "H", "H"], "coordinates": [[5.10523, 0.71557, 2.76051], [5.49865, 0.34235, 1.36351], [6.68767, -0.32575, 1.11254], [7.04869, -0.64509, -0.18598], [6.22821, -0.30769, -1.24234], [5.03050, 0.36141, -1.00038], [4.28392, 0.65165, -2.11822], [3.01880, 1.23419, -1.95424], [2.05957, 0.33801, -1.24747], [1.32767, 0.62156, -0.22454], [0.61386, -0.48101, 0.07953], [0.95606, -1.39549, -0.78480], [0.39837, -3.01655, -0.89703], [-0.66912, -3.09042, 0.58607], [-2.07392, -2.52987, 0.32900], [-3.00491, -3.27015, 0.10270], [-2.11172, -1.18397, 0.40270], [-3.20137, -0.32591, 0.19897], [-2.95271, 1.04268, 0.23635], [-3.99135, 1.93230, 0.04699], [-5.28824, 1.49184, -0.18138], [-6.39858, 2.47707, -0.38236], [-5.53691, 0.11676, -0.21973], [-6.92110, -0.40071, -0.46415], [-4.49480, -0.77811, -0.02944], [1.87035, -0.93988, -1.66100], [4.67172, 0.68699, 0.29914], [4.02312, 0.73907, 2.86643], [5.48844, 1.70780, 3.00078], [5.51789, 0.01272, 3.48022], [7.33218, -0.59852, 1.93491], [7.97502, -1.16632, -0.37551], [6.48740, -0.55125, -2.25998], [3.06216, 2.18666, -1.41123], [2.65816, 1.41462, -2.97272], [-0.15405, -2.56535, 1.38810], [-0.75436, -4.15322, 0.80943], [-1.22415, -0.70537, 0.55777], [-1.94861, 1.40162, 0.41191], [-3.78961, 2.99358, 0.07750], [-6.86363, 2.33874, -1.35810], [-7.17218, 2.34318, 0.37326], [-6.02558, 3.49609, -0.31840], [-7.60415, -0.04766, 0.30788], [-6.92901, -1.48708, -0.46447], [-7.29807, -0.04943, -1.42421], [-4.68524, -1.83812, -0.05972], [3.74975, 1.20648, 0.51119]], "atomic_forces_ev_per_a": [[0.03, 0.07, -0.01], [0.15, -0.12, -0.05], [-0.07, 0.04, 0.12], [-0.05, 0.03, -0.09], [-0.16, 0.07, -0.11], [0.22, -0.10, 0.03], [0.28, -0.12, 0.02], [-0.16, 0.02, -0.17], [-0.26, 0.42, 0.48], [0.96, 1.12, -0.54], [-0.37, -1.29, -0.12], [-0.20, 0.51, 0.59], [-0.12, -0.49, -0.10], [0.06, 0.13, -0.29], [0.51, -0.08, 0.18], [-0.23, -0.23, -0.08], [0.12, 0.38, 0.14], [-0.26, 0.11, -0.07], [0.02, -0.14, 0.00], [-0.04, -0.09, -0.01], [0.05, 0.00, 0.00], [0.02, -0.07, 0.00], [0.19, 0.16, 0.03], [0.04, 0.03, 0.01], [-0.01, -0.13, 0.00], [-0.03, -0.21, -0.07], [-0.16, 0.11, -0.18], [-0.07, 0.00, 0.07], [-0.01, 0.05, 0.09], [-0.01, -0.02, 0.08], [0.06, -0.03, 0.10], [0.08, -0.04, -0.03], [0.04, -0.04, -0.13], [-0.08, -0.16, -0.05], [0.06, 0.07, 0.19], [0.00, -0.06, 0.06], [-0.01, 0.11, -0.01], [-0.11, -0.26, -0.02], [0.12, 0.05, 0.02], [0.01, 0.11, 0.00], [-0.10, 0.06, -0.06], [-0.12, 0.06, 0.02], [-0.03, 0.08, 0.00], [-0.12, 0.00, 0.02], [-0.05, -0.06, -0.01], [-0.11, 0.00, -0.06], [-0.01, -0.04, 0.00], [-0.07, 0.03, 0.02]]}

***

{"formula": "C20H21N3O4", "method": "ωB97M-V/def2-TZVPD", "e_lumo_ev": -0.262, "relative_energy_kcal_mol": 296.7, "mol_weight_g_mol": 367.40, "homo_lumo_gap_ev": 7.63, "charge": 0, "largest_force_ev_per_a": 7.3, "species": ["C", "C", "C", "C", "C", "C", "C", "C", "C", "C", "C", "C", "C", "C", "C", "C", "C", "C", "C", "C", "H", "H", "H", "H", "H", "H", "H", "H", "H", "H", "H", "H", "H", "H", "H", "H", "H", "H", "H", "H", "H", "N", "N", "N", "O", "O", "O", "O"], "coordinates": [[-0.41433, -1.10335, -0.03742], [0.87099, -0.52217, -0.69065], [-1.56586, -1.65296, -1.03073], [-2.49651, -2.49758, -0.30426], [-2.34973, -3.92785, -0.66908], [-3.11442, -2.12070, 0.92578], [-3.29983, -4.82048, -0.23834], [-4.07015, -3.02377, 1.20916], [-4.24089, -4.25181, 0.66077], [1.60207, 0.91516, -2.33848], [2.27673, -0.07957, -3.22472], [2.76097, 1.47552, -1.35877], [2.31510, 2.62385, -0.54514], [1.91795, 3.91626, -0.85997], [2.23885, 2.51509, 1.00378], [1.73774, 3.84645, 1.34240], [2.08703, 1.43036, 1.88145], [1.57899, 4.04391, 2.74804], [1.92653, 1.75668, 3.25023], [1.57259, 3.03142, 3.67861], [-1.63733, 0.44458, 0.62985], [-0.22534, 0.24872, 1.77688], [0.08348, -1.94714, 0.42264], [-0.78618, -2.13512, -1.81050], [-2.17127, -0.72313, -1.51146], [-1.54063, -4.13329, -1.41541], [-3.04832, -1.22337, 1.66537], [-3.30077, -5.84212, -0.79632], [-4.38806, -2.92541, 2.28688], [-6.04558, -3.94688, 1.38123], [-0.49170, 0.15079, -2.53709], [1.58110, 1.78348, -3.12965], [3.36088, 0.93445, -0.67280], [3.34738, 1.92614, -2.12150], [2.04640, 4.37011, -1.77219], [1.13746, 5.75663, 0.17119], [1.95563, 0.15817, 1.48232], [0.95860, 4.77672, 3.25817], [2.04237, 0.97225, 3.96115], [1.28081, 3.24737, 4.65964], [1.86838, -1.56597, -4.15256], [-0.89085, -0.30503, 1.02589], [0.44048, 0.35330, -1.74435], [1.55970, 4.72211, 0.31696], [2.09343, -0.67747, -0.42190], [-5.19288, -4.99817, 1.15835], [3.31995, 0.08341, -4.02954], [1.30905, -1.05959, -3.48389]], "atomic_forces_ev_per_a": [[2.03, -0.91, 0.12], [-0.64, 0.72, -2.11], [3.48, 3.45, -1.24], [2.44, -2.33, 0.81], [-0.68, 3.27, -0.31], [0.14, 1.17, -1.78], [-0.12, -0.94, -1.04], [-0.27, 0.41, 4.11], [2.12, -1.74, -1.53], [3.25, 1.69, -0.48], [2.34, 0.18, -5.36], [-1.42, 2.48, -1.58], [-1.42, 1.70, 3.30], [0.38, -1.35, 3.08], [-2.42, 2.00, -3.95], [0.91, -0.82, 4.16], [0.06, -2.41, 0.31], [-2.50, 0.73, 0.01], [-0.16, -1.14, -0.96], [1.84, -1.13, -2.45], [2.59, -2.03, 1.30], [-1.76, -2.04, -3.06], [-0.55, -1.08, 0.29], [-2.65, 0.63, 1.15], [1.62, -1.93, 0.82], [-1.12, -0.06, 0.69], [0.37, -1.52, -2.31], [-0.45, 1.68, 1.82], [-0.80, -0.27, -1.23], [3.27, -4.98, -0.46], [3.93, 0.47, 3.86], [-1.18, -1.28, 1.73], [0.21, -1.30, -0.34], [1.30, 0.10, -0.61], [-0.15, 1.09, -1.98], [1.52, -3.75, 1.22], [1.25, 4.46, 1.33], [0.47, 1.46, -1.12], [-0.39, -0.64, 0.46], [-0.15, 0.12, 1.34], [-1.38, 0.20, 0.68], [-1.95, 5.05, 2.00], [-1.42, 0.01, -1.48], [0.07, 0.18, -3.51], [-4.57, -0.80, -0.25], [-6.10, 3.10, 1.31], [-5.36, -1.33, 4.85], [4.00, -0.58, -1.61]]}

***

{"formula": "C20H21N3O5", "method": "ωB97M-V/def2-TZVPD", "e_lumo_ev": -0.190, "relative_energy_kcal_mol": 104.6, "smiles": "CC1CCN(c2ccc(C(=O)Nc3ccc4c(c3)OCO4)cc2[N+](=O)[O-])CC1", "mol_weight_g_mol": 383.40, "homo_lumo_gap_ev": 7.56, "charge": 0, "largest_force_ev_per_a": 1.3, "species": ["C", "C", "C", "C", "N", "C", "C", "C", "C", "C", "O", "N", "C", "C", "C", "C", "C", "C", "O", "C", "O", "C", "C", "N", "O", "O", "C", "C", "H", "H", "H", "H", "H", "H", "H", "H", "H", "H", "H", "H", "H", "H", "H", "H", "H", "H", "H", "H", "H"], "coordinates": [[5.72331, -0.82981, -2.77862], [4.89992, 0.45224, -2.71397], [3.56976, 0.28881, -3.45188], [2.69741, 1.54404, -3.32338], [2.45465, 1.82782, -1.91964], [1.30774, 1.40128, -1.32230], [0.10405, 1.47971, -2.06594], [-1.08277, 0.96011, -1.63168], [-1.17725, 0.30738, -0.39606], [-2.49139, -0.28803, -0.02359], [-3.29539, -0.61288, -0.87427], [-2.69500, -0.40231, 1.32092], [-3.80328, -0.91494, 2.00160], [-4.88863, -1.48471, 1.34700], [-5.97559, -1.98886, 2.05522], [-5.93931, -1.90495, 3.42488], [-4.85001, -1.33422, 4.08563], [-3.77271, -0.83340, 3.40309], [-5.06313, -1.37414, 5.43700], [-6.32245, -1.98970, 5.61051], [-6.86426, -2.31756, 4.35056], [-0.03561, 0.25223, 0.37778], [1.16932, 0.82296, -0.03521], [2.17567, 0.75259, 0.98575], [2.69468, 1.78949, 1.35907], [2.39007, -0.33712, 1.48095], [3.71286, 2.09078, -1.25348], [4.61737, 0.85757, -1.26573], [6.67082, -0.69854, -2.26186], [5.18736, -1.65071, -2.30727], [5.92861, -1.10145, -3.81149], [5.46692, 1.25848, -3.19462], [3.74890, 0.08600, -4.50892], [3.02507, -0.56092, -3.03259], [1.76795, 1.38267, -3.86352], [3.21183, 2.40354, -3.76483], [0.11866, 2.00279, -3.00818], [-1.97361, 1.04440, -2.23453], [-1.97678, -0.03169, 1.92624], [-4.88571, -1.53185, 0.27175], [-6.81540, -2.42929, 1.54581], [-2.93846, -0.39616, 3.92771], [-6.20389, -2.90560, 6.21177], [-7.00030, -1.29761, 6.13582], [-0.02565, -0.25068, 1.33508], [3.54634, 2.45980, -0.24355], [4.20496, 2.89147, -1.81808], [4.13475, 0.02775, -0.74510], [5.54759, 1.08323, -0.74385]], "atomic_forces_ev_per_a": [[-0.06, 0.31, -0.06], [-0.11, -0.40, 0.16], [0.16, 0.37, -0.05], [-0.04, -0.40, -0.37], [0.14, 0.49, -0.06], [-0.18, -0.16, 0.37], [-0.01, -0.03, 0.06], [-0.01, -0.21, 0.22], [0.36, 0.15, -0.21], [0.13, 0.06, 0.20], [-0.11, 0.00, -0.08], [0.42, 0.15, 0.16], [-0.53, -0.28, 0.03], [0.21, 0.09, -0.25], [-0.13, -0.04, 0.60], [0.48, 0.24, 0.05], [-0.40, -0.22, -0.41], [-0.18, -0.08, 0.16], [0.43, 0.20, -0.30], [-0.61, -0.25, 1.09], [-0.04, -0.04, -0.43], [-0.17, 0.10, -0.10], [-1.01, 0.01, -0.73], [0.55, -0.01, 0.44], [-0.07, -0.02, 0.28], [0.14, -0.12, 0.07], [0.35, 0.01, 0.50], [0.04, 0.32, -0.30], [0.13, -0.05, 0.05], [-0.06, -0.12, 0.06], [0.06, -0.09, -0.10], [-0.03, 0.04, 0.01], [-0.01, -0.07, -0.07], [-0.04, -0.08, 0.00], [0.06, 0.12, 0.03], [-0.08, -0.01, -0.03], [0.06, 0.03, -0.06], [-0.07, 0.01, -0.08], [-0.10, 0.01, -0.24], [0.00, 0.01, 0.00], [-0.12, -0.06, -0.09], [0.14, 0.07, 0.08], [0.03, 0.19, -0.20], [0.18, -0.11, -0.19], [0.02, -0.02, 0.03], [0.06, 0.01, -0.40], [-0.02, -0.03, 0.01], [-0.01, -0.07, 0.08], [0.06, -0.03, 0.07]]}